1.
21
Properties=species:S:1:pos:R:3 method="wB97M-V/def2-TZVPD" smiles="[H]/N=C/O.CC=C(C)C" e_above_lowest_kcal_mol=56.1 e_homo_ev=-8.355 e_tot_ha=-366.3445
O -1.24107 1.35081 -1.26550
N -1.67885 -0.79883 -1.80564
C 1.19941 1.77460 0.99339
C -0.32963 -1.77184 1.00239
C -1.94641 0.17500 -0.99540
C 0.76600 0.45988 0.41521
C 1.65690 -0.11902 -0.64383
C -0.26628 -0.26922 0.97960
H 2.46652 -0.69686 -0.18732
H 0.19835 -2.18526 1.86659
H -0.56814 1.09342 -1.92018
H -2.92587 0.36531 -0.53935
H -0.74870 0.19012 1.84240
H 0.45192 2.18955 1.67455
H 1.09900 -0.78651 -1.30609
H 2.13199 1.64414 1.55330
H 0.05577 -2.21629 0.08296
H 1.38745 2.50244 0.19914
H 2.09231 0.67272 -1.26036
H -2.42370 -1.49758 -1.77158
H -1.37699 -2.07658 1.08571



2.
21
Properties=species:S:1:pos:R:3 method="wB97M-V/def2-TZVPD" smiles="C=C(C)C.CC(N)=O" e_above_lowest_kcal_mol=24.2 e_homo_ev=-9.527 e_tot_ha=-366.3954
O -3.39238 -0.68959 -0.51848
N -1.17391 -0.21938 -0.64196
C 1.53286 0.50959 1.04295
C 2.30884 0.47563 -0.05720
C -2.33330 -0.74077 -1.13305
C -2.11802 -1.33409 -2.48851
C 1.01587 -0.68407 1.80440
C 1.14265 1.90270 1.60357
H 1.30687 1.85668 2.71467
H 0.86526 -1.50702 1.10850
H 2.51710 1.45349 -0.54269
H -1.87018 -0.50519 -3.18467
H 1.76465 -0.91951 2.57123
H 0.05383 2.08186 1.43488
H 0.03257 -0.41119 2.25288
H 2.61707 -0.38090 -0.64716
H -1.21468 0.32741 0.17835
H -1.27260 -2.08104 -2.53071
H -0.48572 0.00758 -1.28210
H 1.74237 2.68922 1.14410
H -3.03915 -1.83141 -2.82898



3.
21
Properties=species:S:1:pos:R:3 method="wB97M-V/def2-TZVPD" smiles="C/C=N/C.C=C(C)O" e_above_lowest_kcal_mol=69.6 e_homo_ev=-8.810 e_tot_ha=-366.3231
O -0.15350 0.84501 1.51753
N 1.69218 -0.75767 0.11189
C 2.78402 0.12235 0.50316
C -1.24607 0.38772 0.69804
C 0.90717 -0.30264 -0.84379
C -1.89198 -0.73801 1.06800
C -1.97320 1.51456 0.02385
C 0.18740 -1.28445 -1.72377
H -3.05526 1.44756 0.16823
H 1.08886 0.68678 -1.29606
H -1.65283 2.49589 0.38312
H 0.14220 0.09247 2.06127
H 0.03352 -2.23337 -1.20553
H -1.78737 1.48249 -1.05400
H 2.67156 1.15678 0.16008
H -1.37950 -1.54670 1.57841
H -2.92125 -0.92517 0.77417
H 0.75797 -1.44314 -2.64219
H -0.77984 -0.85645 -1.99896
H 2.84818 0.13845 1.59465
H 3.72771 -0.28248 0.12192



4.
21
Properties=species:S:1:pos:R:3 method="wB97M-V/def2-TZVPD" smiles="C=C(C)C(C)=O.CN" e_above_lowest_kcal_mol=62.9 e_homo_ev=-8.788 e_tot_ha=-366.3337
O 1.52521 0.74713 1.36967
N 0.21072 0.13917 -1.65148
C 0.05093 -0.97443 0.70563
C -1.37456 -1.42209 0.61648
C -0.78143 1.30449 1.54488
C 0.84013 1.43086 -1.88294
C 0.37402 0.37999 1.24663
C 1.07588 -1.75573 0.23707
H -1.97486 -0.71425 0.04905
H -1.44758 0.86442 2.28648
H 2.08138 -1.51054 0.54923
H 0.91252 -2.81444 0.09229
H -1.80601 -1.51014 1.61478
H -0.38947 -0.10336 -2.43673
H -0.39354 2.25050 1.91429
H 0.88210 -0.73317 -1.23889
H 0.08305 2.21132 -2.00453
H 1.48383 1.44523 -2.77363
H -1.44479 -2.39801 0.13770
H 1.44646 1.68057 -1.01134
H -1.35397 1.48247 0.63535



5.
21
Properties=species:S:1:pos:R:3 method="wB97M-V/def2-TZVPD" smiles="C=CNC/C=C/C.O" e_above_lowest_kcal_mol=55.4 e_homo_ev=-8.113 e_tot_ha=-366.3457
O 2.32261 0.53906 0.68883
N -0.74485 -0.33811 -1.58821
C -0.82620 0.20385 2.80776
C -0.89900 -0.08238 1.32548
C -0.66599 -1.50325 -0.71143
C 0.48267 1.69035 -2.02528
C -0.59964 -1.24931 0.77092
C 0.41958 0.36702 -1.82851
H 1.34627 -0.19544 -1.82132
H -0.03042 -0.41489 3.23474
H 1.38960 2.03270 -2.51986
H -1.75261 0.04768 3.35297
H -0.19231 2.49445 -1.76958
H 0.24903 -2.00156 -1.03863
H -1.10658 0.78600 0.70630
H -1.57367 0.23340 -1.49559
H -1.45715 -2.19662 -0.99994
H -0.05894 -2.02304 1.30346
H 2.17154 1.47083 0.49621
H -0.45682 1.21976 2.93504
H 1.42352 0.22073 0.87137



6.
21
Properties=species:S:1:pos:R:3 method="wB97M-V/def2-TZVPD" smiles="C/C=C/C/C=C/N.O" e_above_lowest_kcal_mol=89.9 e_homo_ev=-8.706 e_tot_ha=-366.2907
O -0.80311 -1.05769 2.09855
N 1.98211 -2.62487 0.79368
C -1.43625 1.48259 -1.40770
C -0.59782 1.18216 -0.35264
C 1.82030 -1.18239 0.69844
C 1.22198 -0.62677 -0.32832
C -2.69527 2.12831 -1.52457
C 0.82107 0.82294 -0.43771
H -1.45563 -0.31312 2.27135
H 1.83181 -0.36651 1.51969
H -3.50950 1.75656 -0.87122
H -0.90599 1.41422 -2.40975
H 2.52442 -3.07729 0.04297
H 1.24779 -0.96624 -1.45530
H 2.69719 -2.74557 1.55038
H -2.68279 3.13447 -1.22211
H -3.13528 2.07507 -2.49130
H 1.39928 1.17500 -1.32790
H 1.36425 1.25843 0.43768
H -0.50156 -0.78675 1.16088
H -1.12788 1.43635 0.56549



7.
21
Properties=species:S:1:pos:R:3 method="wB97M-V/def2-TZVPD" smiles="CCCC(=O)NCC" e_above_lowest_kcal_mol=15.9 e_homo_ev=-9.489 e_tot_ha=-366.4086
O -0.61957 0.37072 1.59553
N -0.57688 -1.19223 -0.04730
C -0.19433 -0.02418 0.53181
C -2.27517 -2.83357 -0.69041
C 2.26487 2.83210 -0.13040
C 0.82036 0.83419 -0.30491
C -1.74751 -1.93451 0.43907
C 1.58721 1.72249 0.67596
H -0.37191 -1.33906 -1.01932
H 2.29210 1.15598 1.29575
H 0.33117 1.36758 -1.10678
H 3.19724 3.15231 0.32828
H -2.53798 -1.19421 0.66887
H -3.35723 -2.91731 -0.75124
H -1.74643 -3.79524 -0.59885
H 1.42976 0.04437 -0.76656
H 0.97724 2.20227 1.45491
H 1.62829 3.72864 -0.16173
H -1.54005 -2.31856 1.44208
H 2.44952 2.59488 -1.18331
H -2.01072 -2.45669 -1.67148



8.
22
Properties=species:S:1:pos:R:3 method="wB97M-V/def2-TZVPD" smiles="C=CC(C)(O)O.[H]/N=C/C" e_above_lowest_kcal_mol=67.3 e_homo_ev=-9.269 e_tot_ha=-441.5727
O -1.20829 2.00162 1.36574
O -1.71160 0.58793 -0.37219
N -0.07271 0.31324 -2.29928
C -0.95839 0.75031 0.73890
C 0.87688 -0.39955 -1.78097
C 0.63309 0.89015 0.39901
C 0.55113 -1.74544 -1.23126
C -1.20325 -0.36968 1.75382
C 1.61781 0.35902 1.11836
H 1.48710 -0.53551 1.70968
H -0.70568 -0.14502 2.69425
H 0.23214 1.14715 -2.79436
H -1.09524 0.50547 -1.37650
H -2.10670 2.25359 1.11933
H 0.70776 -2.49551 -2.00935
H 0.80933 1.81907 -0.13418
H -2.27649 -0.44076 1.92302
H -0.48435 -1.76494 -0.89773
H 1.92628 -0.20041 -2.00044
H 1.20324 -1.98006 -0.39263
H 2.61891 0.76857 1.09738
H -0.84099 -1.31925 1.36941



Number 1: M 115.2 g/mol. Number 2: M 115.2 g/mol. Number 3: M 115.2 g/mol. Number 4: M 115.2 g/mol. Number 5: M 115.2 g/mol. Number 6: M 115.2 g/mol. Number 7: M 115.2 g/mol. Number 8: M 131.2 g/mol.